[1]
C18H16Co2NO6 as an isolated structure at a distorted geometry. Source: OMol25; level of theory: ωB97M-V/def2-TZVPD.

The geometry in ORCA input format:
```
! wB97M-V def2-TZVPD RIJCOSX def2/J DEFGRID3
* xyz -1 1
C 2.55058 1.79676 2.79533
N 1.53287 0.75058 2.90843
C 2.12542 -0.56931 3.13257
C 0.65879 1.09018 4.04204
H 2.04180 2.74188 2.57389
H 3.07840 1.92300 3.75946
H 3.27973 1.56731 2.00991
H 1.32643 -1.27739 3.39058
H 2.65274 -0.91432 2.22940
H 2.82904 -0.54196 3.98996
H -0.07437 0.29539 4.21701
H 1.26997 1.19731 4.95662
H 0.16406 2.04871 3.84664
O -0.62021 3.22912 -1.37781
C -0.20683 2.24324 -0.92995
Co 0.41664 0.75727 -0.32877
C 2.04920 1.31236 -0.69754
O 3.03963 1.79053 -1.05556
C -0.57074 0.64829 1.08962
O -1.42204 0.57296 1.87873
C -0.47056 -0.48320 -1.52929
C -1.92321 -0.40387 -1.72567
C -2.79978 -0.65584 -0.65051
C -4.17422 -0.46429 -0.79633
C -4.69118 -0.02589 -2.02123
C -3.84651 0.12403 -3.12843
C -2.47421 -0.11261 -2.99529
C 0.53933 -0.70219 -2.52041
C 0.94871 -0.24307 -3.70939
Co 0.85578 -1.58560 -1.04841
C 0.37762 -2.23077 0.52196
O 0.00641 -2.72164 1.50387
C 2.61761 -1.32909 -0.99488
O 3.77261 -1.26952 -1.00327
C 0.92510 -3.16758 -1.82945
O 0.95546 -4.19928 -2.35290
H -2.38479 -1.02600 0.29102
H -4.82835 -0.64911 0.06022
H -5.74870 0.20666 -2.11632
H -4.24702 0.44048 -4.09360
H -1.80691 -0.05828 -3.85914
H 1.78954 -0.72423 -4.22362
H 0.48613 0.61897 -4.20948
*
```

- DFT total energy (a.u.) = -3967.19971
- highest occupied orbital energy (eV) = -3.56
- LUMO energy (eV) = 3.024
- orbital gap (eV) = 6.6
- strongest force on any atom (eV/Å) = 6.0

---

[2]
C17H33AsBeNO8SSi3 as an isolated structure at a distorted geometry. Source: OMol25; level of theory: ωB97M-V/def2-TZVPD.

The geometry in ORCA input format:
```
! wB97M-V def2-TZVPD RIJCOSX def2/J DEFGRID3
* xyz -1 1
Be 0.09723 -0.08904 0.60222
O 0.02642 5.54054 -0.25015
C 0.05842 4.18400 -0.18647
C 1.26224 3.49416 -0.07964
C 1.21039 2.11792 -0.01164
N 0.05914 1.48080 -0.12542
C -1.10294 2.11626 -0.19163
C -1.15626 3.49250 -0.22889
C -2.26335 1.10770 -0.17050
O -3.41860 1.51183 -0.26125
O -1.84632 -0.08806 -0.05483
C 2.33390 1.12027 0.25279
O 3.50373 1.45649 0.19697
O 1.85276 -0.05357 0.47050
H 0.92450 5.88041 -0.17661
H 2.20909 4.00860 0.02277
H -2.09698 4.02140 -0.25903
C 0.34199 -2.15624 -3.29019
Si -0.64857 -3.19651 -2.03613
C -0.31026 -5.04029 -2.44375
C -2.48095 -2.85454 -2.42250
As 0.02237 -2.36289 0.07477
Si -1.50306 -3.34623 1.56168
C -3.28522 -3.08529 0.95108
C -1.39592 -2.61699 3.31037
C -1.25661 -5.23732 1.78108
Si 2.07105 -3.49699 0.44205
C 2.10489 -5.41657 0.35304
C 3.25854 -2.93498 -0.93753
C 2.76446 -3.05094 2.13942
H 0.12727 -2.38191 -4.33439
H 1.41306 -2.27683 -3.13132
H 0.10525 -1.10609 -3.11159
H -0.81909 -5.35686 -3.35379
H -0.64588 -5.68410 -1.63021
H 0.75738 -5.20914 -2.58225
H -2.65778 -2.71258 -3.48869
H -2.76886 -1.93513 -1.91031
H -3.13758 -3.65291 -2.07913
H -3.34729 -2.09668 0.49337
H -4.01014 -3.12125 1.76475
H -3.57985 -3.82462 0.20674
H -1.91869 -1.66175 3.31509
H -0.36095 -2.40825 3.58443
H -1.83355 -3.26132 4.07288
H -1.14695 -5.72251 0.81092
H -2.09982 -5.69621 2.29656
H -0.35936 -5.44330 2.36441
H 1.76598 -5.78010 -0.61557
H 1.46834 -5.86296 1.11508
H 3.11850 -5.78456 0.51266
H 2.97887 -3.35942 -1.90315
H 4.29414 -3.20948 -0.73738
H 3.20938 -1.84784 -1.00936
H 2.17951 -3.50019 2.94386
H 2.71944 -1.97132 2.27454
H 3.80100 -3.36853 2.25716
C -0.53392 0.92492 4.49168
S 0.64112 0.58842 3.15392
O 1.59375 -0.35879 3.66994
O 1.14069 1.89104 2.78913
O -0.28878 -0.03517 2.14366
H 0.00436 0.98821 5.43107
H -1.26116 0.12028 4.50425
H -1.00745 1.87140 4.25186
*
```

- DFT total energy (a.u.) = -4841.87422
- highest occupied orbital energy (eV) = -5.98
- LUMO energy (eV) = 2.582
- orbital gap (eV) = 8.6
- strongest force on any atom (eV/Å) = 2.2

---

[3]
A 2-piece molecular cluster, C2H5FN2 overall at a distorted geometry. Source: OMol25; level of theory: ωB97M-V/def2-TZVPD.

The geometry in ORCA input format:
```
! wB97M-V def2-TZVPD RIJCOSX def2/J DEFGRID3
* xyz 0 1
C -3.29932 0.79801 0.36642
C 2.70718 -0.75934 -0.50556
N -2.13638 0.39001 0.63872
N -1.06904 -0.00430 0.62657
F 3.40910 -0.22505 0.49756
H -3.84036 0.96438 1.26870
H -3.36303 1.38647 -0.61152
H 2.69617 0.12758 -1.27407
H 3.21435 -1.56569 -0.84907
H 1.68134 -1.11209 -0.15774
*
```

- DFT total energy (a.u.) = -288.46951
- highest occupied orbital energy (eV) = -8.84
- LUMO energy (eV) = 0.652
- orbital gap (eV) = 9.5
- strongest force on any atom (eV/Å) = 4.6